Molecular formula: C11H15N3O3
Method: DFT, wB97M-V/def2-TZVPD

Values from the calculation:
Spin multiplicity ... 1
Gap between HOMO and LUMO ... 10.3 eV
Highest occupied orbital energy ... -9.61 eV
SMILES string ... O=C(NCCCO)C(=O)NCc1ccccn1
Energy ... -818.1923 hartree

Each line ends with the Mulliken charge.
Geometry (Å):
H 2.15073 1.93380 1.47056  0.37
H -2.20126 1.09831 0.29850  0.28
H 2.83422 0.79111 2.67012  0.29
C 5.25112 -0.77841 0.21142  -0.20
C 3.01210 0.43342 -0.71087  -0.43
O -5.34965 0.99581 -1.40619  -0.51
N -2.28677 0.16427 0.68236  -0.07
C -1.16052 -0.34959 1.18643  0.51
C 3.31318 0.33052 0.64387  0.75
C -0.00172 0.65034 1.10052  0.59
H -4.30680 0.01209 -2.79087  0.33
C -3.87461 -0.90049 -0.88636  -0.39
N 4.40781 -0.26618 1.09094  -0.50
H -4.33299 0.02912 1.02531  0.38
C -3.52907 -0.55729 0.56663  -0.86
N 1.10846 0.18212 1.67268  -0.13
C -4.16130 0.32947 -1.75569  -0.51
O -0.13833 1.73960 0.56647  -0.72
H -3.30690 1.02116 -1.72907  0.28
C 5.04511 -0.73061 -1.15830  -0.39
O -1.02184 -1.45860 1.67042  -0.70
H 6.12987 -1.24998 0.63147  0.38
H 3.69655 -0.04795 -2.68630  0.40
C 3.89662 -0.10977 -1.62635  -0.47
H -5.27280 1.32904 -0.50560  0.31
H -3.40340 -1.48013 1.13857  0.33
H 5.76098 -1.16522 -1.83822  0.37
C 2.37133 0.88389 1.68563  -0.95
H -4.75729 -1.54162 -0.88931  0.30
H -3.04461 -1.45394 -1.32706  0.30
H 1.06278 -0.76642 2.02572  0.25
H 2.10900 0.93212 -1.02744  0.43

Cartesian forces (eV/Å) of the 6 atoms listed first:
0.06 -0.10 0.12
0.12 -0.12 0.11
-0.03 0.05 -0.14
0.23 -0.15 -0.35
0.13 -0.06 -0.01
-0.36 0.22 0.30

Molecular formula: C27H38B2F3HgN2O21S
Method: DFT, wB97M-V/def2-TZVPD

Values from the calculation:
Net charge ... -1
Spin multiplicity ... 1
Gap between HOMO and LUMO ... 7.3 eV
Highest occupied orbital energy ... -7.22 eV
Energy ... -3642.5567 hartree

Each line ends with the Mulliken charge.
Geometry (Å):
H 14.99557 -6.61602 -5.25741  0.65
O 9.25645 -5.00405 -2.79517  -0.59
H 13.78431 -7.77210 -9.02213  -0.18
H 15.53701 -6.12036 -9.08815  -0.11
H 15.29281 -8.67033 -3.89423  0.41
H 15.38684 -10.27597 -4.67029  0.32
C 10.17039 -6.43961 -4.33649  -0.33
H 12.02896 -3.16215 -6.50408  0.73
C 15.60783 -10.32352 -8.23281  -1.32
H 16.12501 -3.69491 -8.91010  0.49
C 12.18520 -2.98663 -9.22773  -1.84
O 7.93022 -6.86309 -1.94338  -0.45
H 14.37425 -12.66314 -7.41157  0.48
H 10.90990 -4.27968 -7.19587  0.22
C 13.57565 -7.41272 -10.03939  -1.01
H 16.03944 -11.24020 -8.65412  0.44
N 13.86550 -9.30301 -6.94073  1.09
C 9.24497 -7.00079 -0.03694  0.59
H 12.64028 -7.85906 -10.37445  -0.47
H 17.58369 -9.59443 -7.78640  0.46
O 10.67845 -6.81305 -5.37767  -0.52
C 13.58226 -5.88944 -10.02708  1.27
H 13.95061 -6.70064 -6.70679  -0.22
H 10.99780 -5.17708 -9.87415  0.27
C 13.14760 -5.41959 -11.43737  -1.61
H 15.09608 -11.88833 -6.07651  0.35
H 16.25140 -7.67122 -7.28739  0.15
O 12.50503 -9.23794 -6.55554  -0.55
B 6.30431 -8.35322 -6.69800  1.04
C 14.24790 -11.79659 -6.75582  -1.57
O 11.33681 -5.84113 -9.24985  -0.46
C 9.71044 -10.79006 -10.48809  0.51
O 8.95487 -6.46958 -7.75172  -0.56
C 11.98179 -4.10869 -7.03484  -1.87
C 14.72459 -8.62917 -5.98529  1.59
H 12.30363 -11.10602 -8.30807  0.46
O 6.90855 -7.72544 -0.12795  -0.57
H 14.40558 -7.81458 -10.62617  0.68
C 13.24464 -10.78958 -8.77314  -2.10
H 11.09152 -3.03271 -9.26166  0.44
F 9.17794 -11.19929 -11.63111  -0.22
H 12.92523 -4.35413 -11.52306  0.28
H 14.51122 -4.58629 -7.25294  0.03
C 14.83696 -9.34094 -4.62557  -1.66
O 10.38461 -8.55024 -9.21992  -1.16
O 9.86802 -7.20028 -3.33979  -0.72
C 7.88824 -7.00229 -7.52091  0.31
Hg 11.22182 -7.38230 -7.47850  4.42
O 6.64502 -6.48926 -9.56907  -0.57
B 9.27739 -6.37670 -2.23468  1.18
O 11.21724 -8.92289 -11.48615  -0.74
H 12.43128 -2.02164 -8.78638  0.45
O 5.32149 -8.35836 -5.59473  -0.50
C 12.73749 -4.13222 -8.36028  1.32
O 8.85836 -8.33061 -11.08389  -0.63
H 13.31762 -11.97920 -6.21106  0.29
F 10.86637 -11.43290 -10.27954  -0.22
C 15.03297 -5.41606 -9.75653  -0.84
H 14.34333 -2.86403 -7.54842  0.57
C 14.22541 -10.52599 -7.63317  1.48
C 15.11795 -4.01283 -9.20262  -0.91
O 6.63685 -9.75057 -6.99441  -0.39
N 12.67822 -5.46970 -8.93662  1.57
S 10.06284 -8.94550 -10.60862  0.85
C 16.13378 -8.50911 -6.58993  -1.15
H 13.84341 -9.53047 -4.20314  0.34
H 14.87461 -3.24223 -9.94569  0.37
H 12.36090 -10.00052 -5.97113  0.22
H 13.49872 -11.63089 -9.41341  0.60
O 9.94723 -4.02313 -4.68065  -0.59
O 7.51746 -7.56037 -6.40919  -0.29
H 13.99283 -5.53914 -12.11328  0.42
O 10.01303 -6.45702 -0.97881  -0.50
F 8.88565 -11.10498 -9.49234  -0.19
H 16.83764 -8.19377 -5.80949  0.48
C 6.68315 -7.03052 -8.51147  0.30
C 9.78088 -4.99065 -3.98940  0.36
C 6.04799 -10.53346 -6.08732  0.58
C 5.23893 -9.60244 -5.14332  0.53
C 14.23142 -7.19785 -5.77705  -1.35
O 6.12247 -11.71667 -5.97185  -0.60
C 14.19411 -3.84426 -7.99515  -0.99
O 4.68342 -9.99708 -4.16140  -0.59
C 16.66167 -9.79100 -7.24369  -0.86
H 12.26423 -5.96601 -11.76599  0.35
H 13.01645 -9.90756 -9.36504  0.11
H 12.23632 -4.92882 -6.35795  -0.19
H 15.58913 -5.44412 -10.69422  0.56
H 15.59698 -9.71045 -9.14079  0.34
H 12.54460 -2.97400 -10.25277  0.27
C 7.85345 -7.24372 -0.66910  0.59
O 9.58621 -7.29426 1.06745  -0.58
O 5.72567 -7.71296 -7.90503  -0.57
H 16.80216 -10.54052 -6.46320  0.36
H 13.38012 -7.15995 -5.08670  0.13

Cartesian forces (eV/Å) of the 6 atoms listed first:
0.17 0.03 -0.26
0.08 -0.34 0.34
-0.07 0.08 0.04
-0.15 0.04 0.18
0.26 -0.08 -0.11
0.07 0.01 0.01

Molecular formula: C26H21F3N2S
Method: DFT, wB97M-V/def2-TZVPD

Values from the calculation:
Spin multiplicity ... 1
Gap between HOMO and LUMO ... 8.0 eV
Highest occupied orbital energy ... -7.61 eV
SMILES string ... Cn1cc(C(Sc2cccc(C(F)(F)F)c2)c2cn(C)c3ccccc23)c2ccccc21
Energy ... -1810.6821 hartree

Each line ends with the Mulliken charge.
Geometry (Å):
H 1.79994 4.45148 -1.72478  0.30
H 1.87937 1.45408 -2.35438  0.49
C -1.29452 1.71254 -0.71001  0.36
C -1.06022 3.08994 -1.02582  0.26
C 0.27303 -0.20664 0.16580  0.64
H 3.83641 1.53308 -3.88012  0.39
H -4.45419 1.52908 -1.97925  0.38
C -3.48382 1.95584 -1.70267  -0.94
H -2.82310 0.08018 2.13119  0.62
H 5.40774 -2.09871 -2.09381  0.21
C 3.75389 0.72586 -3.14877  -0.95
C -3.31937 -2.97501 3.58244  -0.81
C 2.51388 -0.34264 -1.34071  0.57
C 4.66483 -1.30351 -2.15995  -1.01
H -0.58008 -0.85093 -0.08677  0.33
C -2.08242 -3.54631 3.25851  -0.68
N 3.18110 -2.32941 -0.43363  0.14
C -2.58533 -0.90869 2.52093  -0.20
H 0.27545 5.34006 -1.37527  0.30
C 3.56348 -1.31952 -1.31546  0.23
H -0.04413 -3.19749 2.59377  0.31
H 1.92170 2.21248 0.04429  0.56
C -3.20845 3.29788 -2.03645  -0.59
H -3.94874 3.89098 -2.57754  0.38
C 0.87927 2.23468 -0.25479  -1.35
C 1.98253 -2.00634 0.14037  -1.42
C -1.04595 -2.77896 2.73529  -0.24
C -0.02533 1.18852 -0.23424  0.87
H -1.72096 4.92797 -1.90330  0.22
C 1.54695 -0.78470 -0.33745  0.37
H -1.92552 -4.60787 3.46346  0.37
C -1.97935 3.88782 -1.68242  -0.87
C -4.91782 -1.09181 3.46530  0.80
F -5.93073 -1.86101 2.95344  -0.26
N 0.28186 3.36491 -0.74545  0.21
H -4.07152 -3.52875 4.15952  0.38
C -3.55839 -1.67081 3.16672  0.07
C 4.75184 -0.25834 -3.10011  -0.55
F -5.07703 0.15861 2.94589  -0.27
H 1.44643 4.97153 -0.07147  0.32
S 0.11107 -0.38021 2.10815  -0.10
C -2.53959 1.15937 -1.02212  -0.05
C 2.64369 0.68753 -2.28255  0.01
C 3.87173 -3.57091 -0.17320  -0.95
H 1.55406 -2.65243 0.89892  0.37
C 0.98715 4.60365 -0.99842  -0.92
H 4.81021 -3.61047 -0.73527  0.30
C -1.26123 -1.41053 2.43390  0.27
H 4.08920 -3.65312 0.89957  0.31
F -5.15131 -0.99551 4.81310  -0.25
H 3.23323 -4.42010 -0.45687  0.33
H 5.58727 -0.22311 -3.80014  0.37
H -2.75824 0.12574 -0.73735  0.40

Cartesian forces (eV/Å) of the 6 atoms listed first:
-0.34 0.07 0.06
0.12 -0.13 -0.11
0.66 0.70 -0.22
1.02 -0.78 -0.09
-1.31 -0.08 0.72
-0.09 -0.26 0.24

Molecular formula: C4H10S2
Method: DFT, wB97M-V/def2-TZVPD

Values from the calculation:
Spin multiplicity ... 1
Gap between HOMO and LUMO ... 8.8 eV
Highest occupied orbital energy ... -8.06 eV
SMILES string ... CCCSSC
Energy ... -954.7615 hartree

Each line ends with the Mulliken charge.
Geometry (Å):
H 1.41430 2.77869 -2.89238  0.35
S -0.60715 -1.47571 1.11832  -0.07
H -1.05179 0.19767 -2.02806  0.37
C 0.27511 -1.24625 2.64764  -0.83
H 0.29575 2.92663 -1.54061  0.31
S -0.53405 0.44937 0.34431  -0.10
H 1.80183 1.03181 -1.24227  0.27
C 0.97078 0.87584 -1.94415  -0.46
H 0.01417 -0.98948 -1.47831  0.38
H 0.07078 -2.12938 3.24656  0.30
H 1.55857 0.42714 -2.74635  0.36
C -0.18530 0.08023 -1.39289  -0.62
H 0.01694 -0.35328 3.20863  0.29
H -0.21752 2.26765 -3.11020  0.31
C 0.59553 2.29148 -2.37277  -1.15
H 1.37250 -1.23649 2.57515  0.30

Cartesian forces (eV/Å) of the 6 atoms listed first:
0.29 0.09 0.11
-0.28 0.19 -0.11
-0.47 0.45 0.06
1.29 -0.20 0.61
-0.08 -0.04 0.08
-0.29 -0.02 -0.03